Entry 1:
This record from OMol25 describes one molecule with the formula C25H31N5O5. The level of theory is wB97M-V/def2-TZVPD.

Last column: Löwdin charge in e.
Cartesian coordinates (Å):
1 C 6.56073 2.74883 -2.22958  -0.10
2 O 5.85329 2.27796 -1.10219  -0.18
3 C 5.99720 0.90715 -0.84510  -0.20
4 C 5.25333 -0.00320 -1.83817  -0.09
5 N 3.84532 0.35690 -1.89877  0.08
6 C 3.43078 1.11001 -2.98291  -0.45
7 O 4.15770 1.39112 -3.90847  0.08
8 N 2.11780 1.50343 -2.96439  0.18
9 C 1.22453 1.21089 -1.96472  -0.16
10 C -0.09685 1.64273 -2.01061  0.06
11 C -0.97567 1.32829 -0.98467  -0.11
12 C -2.39793 1.77294 -1.15523  -0.46
13 O -2.85861 2.04504 -2.24738  0.08
14 N -3.12036 1.84083 -0.01646  0.07
15 C -4.54055 2.10409 -0.01006  -0.15
16 C -5.40052 0.86822 -0.38089  -0.17
17 N -5.10541 -0.37812 0.28932  -0.16
18 C -4.97670 -0.27616 1.72941  -0.17
19 C -4.87152 -1.68132 2.33698  -0.15
20 N -3.77336 -2.43007 1.76333  -0.10
21 C -2.46778 -2.18611 2.19937  -0.24
22 C -1.39145 -2.87327 1.63092  -0.02
23 C -0.09072 -2.69703 2.06509  -0.03
24 C 0.19175 -1.82429 3.10923  -0.31
25 O 1.43144 -1.56543 3.61814  -0.09
26 C 2.54190 -2.23869 3.06886  -0.08
27 C -0.87158 -1.14741 3.70156  -0.01
28 C -2.16615 -1.32081 3.25833  -0.03
29 C -4.01012 -2.55312 0.33739  -0.14
30 C -4.04057 -1.16386 -0.30730  -0.15
31 C -0.52838 0.56939 0.10225  -0.01
32 C 0.77682 0.13490 0.14671  0.03
33 C 1.66446 0.44188 -0.88194  -0.05
34 C 3.04640 -0.04014 -0.83766  -0.35
35 O 3.48806 -0.75040 0.04280  0.09
36 H 7.60954 2.43187 -2.19315  0.09
37 H 6.50991 3.83507 -2.18391  0.09
38 H 6.10944 2.40793 -3.16605  0.07
39 H 5.58201 0.75505 0.15432  0.12
40 H 7.05888 0.61821 -0.84156  0.13
41 H 5.66086 0.09371 -2.84474  0.12
42 H 5.33168 -1.03607 -1.49364  0.13
43 H 1.81174 2.05024 -3.75848  0.17
44 H -0.46319 2.21767 -2.84804  0.13
45 H -2.68040 1.61453 0.86026  0.12
46 H -4.74469 2.88141 -0.75117  0.12
47 H -4.81226 2.47487 0.97956  0.12
48 H -5.30716 0.69281 -1.45362  0.12
49 H -6.44254 1.12891 -0.16462  0.12
50 H -5.86417 0.23054 2.11751  0.13
51 H -4.08547 0.30231 2.03069  0.10
52 H -4.76997 -1.62912 3.42068  0.12
53 H -5.78882 -2.23232 2.10961  0.13
54 H -1.56045 -3.58251 0.83629  0.11
55 H 0.69586 -3.25169 1.57788  0.11
56 H 2.42610 -3.32497 3.13848  0.09
57 H 3.39449 -1.93049 3.67188  0.10
58 H 2.72283 -1.95257 2.02791  0.07
59 H -0.66076 -0.47551 4.51908  0.12
60 H -2.94249 -0.76811 3.76332  0.10
61 H -3.24306 -3.16045 -0.13732  0.11
62 H -4.97702 -3.04376 0.19901  0.13
63 H -4.23773 -1.25175 -1.37760  0.13
64 H -3.04343 -0.71363 -0.17605  0.10
65 H -1.18372 0.28086 0.91029  0.09
66 H 1.13328 -0.45330 0.97589  0.10

The HOMO-LUMO gap is 7.24 eV. Its total charge is 0. For the HOMO energy, the calculation gives -7.4 eV. For the largest force on an atom, the calculation gives 0.73 eV/Å. The molar mass is 481.553 g mol⁻¹. The SMILES is COCCn1c(=O)[nH]c2cc(C(=O)NCCN3CCN(c4ccc(OC)cc4)CC3)ccc2c1=O.

---

Entry 2:
This record from OMol25 describes C25H31N5OS2Ta as an isolated structure. The level of theory is wB97M-V/def2-TZVPD.

Last column: Löwdin charge in e.
Cartesian coordinates (Å):
1 Ta 0.22178 0.35496 -0.14479  1.75
2 C 1.15142 -2.48124 3.57141  0.02
3 C 1.19104 -1.32285 2.62896  -0.16
4 N 0.47725 -1.36670 1.50775  -0.07
5 N -0.17838 -2.53489 1.26680  -0.09
6 C -0.97338 -2.65463 0.29068  -1.04
7 S -1.38695 -1.29111 -0.80106  0.61
8 S -1.80709 -4.07857 -0.16250  1.02
9 C -1.24792 -5.34330 1.06373  -0.33
10 C -0.42713 -6.40892 0.40348  -0.32
11 C -0.96873 -7.66966 0.18650  -0.03
12 C -0.17879 -8.68797 -0.32877  -0.05
13 C 1.13671 -8.43216 -0.68243  -0.05
14 C 1.68605 -7.17475 -0.46080  -0.06
15 C 0.90066 -6.16190 0.06115  -0.06
16 C 2.03535 -0.19015 2.98173  -0.10
17 C 2.89008 -0.24883 4.09013  0.03
18 C 3.74095 0.79450 4.40174  0.00
19 C 3.75289 1.94302 3.61848  0.01
20 C 2.88256 2.04321 2.54542  0.03
21 C 2.05169 0.98772 2.23340  -0.27
22 O 1.23691 1.06652 1.15008  -0.27
23 H 0.49317 -3.25794 3.21039  0.07
24 H 0.79525 -2.15356 4.55017  0.12
25 H 2.15180 -2.89805 3.69860  0.12
26 H -2.16624 -5.75042 1.48241  0.09
27 H -0.69433 -4.79488 1.81941  0.07
28 H -2.00214 -7.86707 0.44606  0.12
29 H -0.58717 -9.68111 -0.45490  0.12
30 H 1.72770 -9.20294 -1.15786  0.12
31 H 2.72563 -6.98929 -0.69503  0.11
32 H 1.32254 -5.17547 0.23001  0.10
33 H 2.90476 -1.13326 4.70869  0.13
34 H 4.40142 0.71518 5.25393  0.14
35 H 4.42793 2.75730 3.84284  0.14
36 H 2.84981 2.93532 1.93237  0.13
37 C 0.29064 2.47921 -4.75627  0.04
38 C 0.15037 3.24281 -3.59865  0.00
39 C 0.16000 2.60753 -2.38165  -0.13
40 N 0.26854 1.26255 -2.26444  -0.14
41 C 0.41257 0.52604 -3.38928  -0.11
42 C 0.43899 1.10185 -4.63906  0.01
43 H 0.28696 2.95098 -5.73030  0.14
44 H 0.04585 4.31768 -3.64642  0.14
45 H 0.09838 3.17300 -1.45871  0.10
46 H 0.50703 -0.54610 -3.27311  0.11
47 H 0.57300 0.47932 -5.51257  0.14
48 C -4.05076 1.77962 1.91042  -0.04
49 C -4.08645 2.47234 0.55232  -0.60
50 C -4.40705 3.96364 0.71270  -0.02
51 C -5.10963 1.81565 -0.36585  -0.02
52 N -2.75159 2.35201 -0.11573  -0.04
53 N -1.59214 2.25542 0.61756  0.02
54 H -5.06889 1.70698 2.28687  0.11
55 H -3.48741 2.34579 2.65912  0.09
56 H -3.66188 0.76005 1.82665  0.09
57 H -5.37166 4.07037 1.20868  0.11
58 H -4.47593 4.45664 -0.25798  0.09
59 H -3.65670 4.47210 1.32198  0.09
60 H -6.11033 2.00459 0.01913  0.11
61 H -4.95783 0.73675 -0.41205  0.09
62 H -5.05794 2.22187 -1.37713  0.09
63 H -2.65752 2.88935 -0.96646  0.14
64 H -1.85410 1.97257 1.56440  0.09
65 H -1.05021 3.12091 0.67348  0.12

The HOMO-LUMO gap (spin up / spin down) is 3.28 / 3.28 eV. Its total charge is +3. For the HOMO energy (spin up / spin down), the calculation gives -15.1 / -15.1 eV. For the largest force on an atom, the calculation gives 3.47 eV/Å. The molar mass is 662.639 g mol⁻¹.

---

Entry 3:
This record from OMol25 describes C25H31N9OPdSSi as an isolated structure. The level of theory is wB97M-V/def2-TZVPD.

Last column: Löwdin charge in e.
Cartesian coordinates (Å):
1 Pd 0.43431 1.02665 1.27956  0.38
2 C 1.10608 0.55846 -1.65445  -0.16
3 N 1.89593 0.64835 -2.88847  -0.08
4 C 3.19387 0.02002 -2.64167  -0.18
5 N 3.93658 0.66888 -1.55187  -0.09
6 C 3.10924 0.57555 -0.34279  -0.18
7 N 1.79948 1.21168 -0.52693  -0.19
8 C 2.01148 2.62879 -0.88221  -0.19
9 N 2.81625 2.76196 -2.10381  -0.09
10 C 2.10938 2.06416 -3.18576  -0.18
11 C 4.09366 2.08340 -1.88740  -0.20
12 H 0.94180 -0.48674 -1.39802  0.10
13 H 0.14089 1.04793 -1.79831  0.11
14 H 3.79319 0.07755 -3.55566  0.12
15 H 3.03909 -1.02973 -2.38060  0.12
16 H 3.61710 1.06940 0.48841  0.12
17 H 2.95243 -0.47373 -0.09418  0.10
18 H 2.50835 3.12421 -0.04697  0.11
19 H 1.03729 3.08870 -1.03850  0.09
20 H 2.70152 2.15057 -4.10176  0.12
21 H 1.14049 2.54230 -3.33975  0.13
22 H 4.62427 2.58170 -1.07145  0.12
23 H 4.69404 2.16581 -2.79914  0.11
24 S -0.18067 3.17643 2.07244  0.36
25 C -0.94238 1.60986 2.61791  -0.99
26 N -2.30996 1.39577 2.30055  -0.03
27 C -2.96388 0.68648 3.37939  -0.21
28 C -2.17132 1.20856 4.56858  -0.22
29 N -0.82676 1.23437 4.00694  -0.06
30 H -2.50770 1.13722 1.33978  0.07
31 H -2.86617 -0.40526 3.30738  0.09
32 H -4.02501 0.94273 3.43797  0.11
33 H -2.22298 0.54708 5.43649  0.10
34 H -2.53761 2.20879 4.84891  0.10
35 H -0.17311 1.84065 4.47874  0.08
36 C 2.81772 -4.08632 -1.16935  -0.13
37 C 3.36910 -3.63785 0.02490  -0.12
38 C 2.61180 -2.86012 0.89233  -0.15
39 C 1.28908 -2.49570 0.60889  -0.35
40 C 0.76090 -2.96850 -0.59801  -0.13
41 C 1.50539 -3.74833 -1.47417  -0.11
42 Si 0.33414 -1.26408 1.74957  0.58
43 C -1.40801 -2.04948 1.75315  -0.35
44 C -1.80294 -3.00976 2.69033  -0.14
45 C -3.08829 -3.53763 2.69459  -0.13
46 C -4.01414 -3.11875 1.74580  -0.12
47 C -3.64385 -2.17244 0.79975  -0.09
48 C -2.35781 -1.64454 0.81120  -0.13
49 H 3.40314 -4.69088 -1.85284  0.08
50 H 4.39338 -3.89111 0.27765  0.09
51 H 3.06441 -2.51298 1.81742  0.09
52 H -0.26070 -2.71202 -0.86350  0.10
53 H 1.05928 -4.08910 -2.40207  0.09
54 H 0.87647 -1.74901 3.07459  -0.05
55 H -1.08976 -3.33865 3.43992  0.08
56 H -3.37149 -4.27390 3.44026  0.08
57 H -5.02002 -3.52476 1.75027  0.08
58 H -4.35245 -1.82119 0.05865  0.10
59 H -2.10985 -0.87394 0.08874  0.07
60 N -1.53313 2.90990 -1.21494  0.14
61 C -2.52344 2.01774 -1.57933  -0.55
62 O -2.84534 1.09926 -0.81951  -0.02
63 C -3.10424 2.20839 -2.88962  -0.24
64 C -4.12215 1.34618 -3.35121  -0.28
65 N -4.96411 0.66165 -3.75514  0.08
66 C -2.69685 3.26844 -3.71904  -0.30
67 N -2.32541 4.14071 -4.38925  0.07
68 H -1.51835 3.79896 -1.68901  0.08
69 H -1.30163 2.93124 -0.22433  0.00

The HOMO-LUMO gap is 5.92 eV. Its total charge is -2. For the HOMO energy, the calculation gives -1.4 eV. For the largest force on an atom, the calculation gives 0.16 eV/Å. The molar mass is 640.158 g mol⁻¹.

---

Entry 4:
This record from OMol25 describes C25H32BCdO4 as an isolated structure. The level of theory is wB97M-V/def2-TZVPD.

Last column: Löwdin charge in e.
Cartesian coordinates (Å):
1 O -0.06355 -0.03297 -6.42654  -0.15
2 C -0.11748 1.25445 -7.08959  -0.18
3 C 0.03615 0.73402 -8.48881  -0.08
4 H 0.72953 1.90947 -6.88106  0.10
5 H -1.05485 1.73451 -6.81121  0.13
6 C 0.14269 -0.60532 -7.74807  -0.57
7 H 0.96729 1.04144 -8.95506  0.12
8 H -0.86988 0.85659 -9.08417  0.11
9 C 1.50013 -1.28740 -7.78565  -0.01
10 H 2.25903 -0.60805 -7.37944  0.09
11 H 1.72123 -1.60904 -8.81013  0.09
12 H 1.48652 -2.16255 -7.12294  0.09
13 C -0.99261 -1.46041 -8.27685  -0.03
14 H -1.92284 -0.87156 -8.26297  0.09
15 H -1.15807 -2.38050 -7.69721  0.09
16 H -0.74632 -1.73354 -9.30977  0.09
17 Cd -0.81948 -0.78391 -1.74361  1.11
18 C -2.26962 -0.55076 1.02945  -0.18
19 C -1.78419 0.75042 1.25254  -0.18
20 C -1.83968 1.47874 0.04143  -0.18
21 H -1.52007 1.15687 2.22137  0.08
22 C -2.44809 0.63344 -0.94841  -0.35
23 C -2.66075 -0.66628 -0.32610  -0.34
24 H -3.19436 -1.50636 -0.76660  0.05
25 H -2.34799 -1.33406 1.79175  0.09
26 H -1.54088 2.51208 -0.08901  0.07
27 H -2.94690 0.97314 -1.85870  0.07
28 C 0.97665 -2.12576 1.15398  -0.10
29 C 0.58777 -2.74344 0.00246  -0.16
30 C 1.01305 -1.90848 -1.14137  -0.39
31 H 0.01702 -3.67634 -0.11012  0.09
32 C 1.38422 -0.65039 -0.60870  -0.24
33 C 1.63375 -0.82576 0.87006  -0.23
34 H 2.73373 -0.89288 1.02795  0.15
35 H 0.93213 -2.53153 2.16410  0.10
36 H 1.27748 -2.31273 -2.12624  0.04
37 H 1.76361 0.21908 -1.15090  0.06
38 O 2.07828 1.31692 -5.27543  -0.19
39 C 1.29043 0.46789 -4.34351  -0.18
40 C -0.06044 1.15518 -4.09334  -0.22
41 H 1.84420 0.42248 -3.39481  0.10
42 H 1.23665 -0.56805 -4.71318  0.11
43 C 0.29085 2.62719 -4.27428  -0.17
44 H -0.43077 0.98637 -3.06574  0.01
45 H -0.81220 0.79971 -4.77446  0.08
46 C 1.73889 2.68453 -4.85602  -0.19
47 H 0.22282 3.12251 -3.29251  0.11
48 H -0.38307 3.14690 -4.95308  0.09
49 H 2.41690 3.00787 -4.02661  0.11
50 H 1.83194 3.39171 -5.72793  0.12
51 O 0.68854 0.12857 3.14705  0.17
52 B 1.46982 0.26187 1.97091  -0.47
53 O 2.26557 1.42790 2.04401  0.19
54 C 2.04578 1.94397 3.29627  -0.19
55 C 2.76623 2.92746 3.95816  0.00
56 C 2.43764 3.16408 5.30358  -0.12
57 C 1.39326 2.49450 5.91718  -0.11
58 C 0.65383 1.50722 5.24087  0.00
59 C 1.05310 1.19257 3.94543  -0.18
60 H 3.53959 3.45503 3.41790  0.11
61 H 3.02758 3.90722 5.84869  0.10
62 H 1.14092 2.73779 6.95745  0.10
63 H -0.17211 0.98878 5.71203  0.11

The HOMO-LUMO gap (spin up / spin down) is 3.94 / 3.82 eV. Its total charge is -1. For the HOMO energy (spin up / spin down), the calculation gives -1.4 / -1.2 eV. For the largest force on an atom, the calculation gives 2.58 eV/Å. The molar mass is 519.751 g mol⁻¹.

---

Question: What is the formula in the third record?
Answer: C25H31N9OPdSSi